[1]
C34H31FIN7NiO7S | ωB97M-V/def2-TZVPD

Relative energy (zero: lowest compared OMol25 entry of this formula, charge and spin) ... 8.3 kcal/mol
E_LUMO ... -1.970 eV
Total energy ... -4528.20717 Ha

Last column: Mulliken charge in e.
Element x y z (Å)
1 Ni -0.52796 2.22902 0.39678  0.72
2 N -0.61026 7.57012 -4.98213  -0.59
3 C -0.46835 7.07526 -3.68736  1.18
4 C -0.77586 7.87715 -2.58729  -0.69
5 C -0.61072 7.39251 -1.30205  -0.38
6 C -0.11424 6.11340 -1.10976  -0.33
7 C 0.20435 5.30622 -2.19336  -0.30
8 C 0.01901 5.78458 -3.47584  -0.90
9 S 0.12573 5.50849 0.52709  1.50
10 O 1.48751 5.08961 0.66899  -0.75
11 O -0.41959 6.48147 1.43255  -0.76
12 N -0.76996 4.13109 0.62471  -0.19
13 C -2.07523 4.09030 0.30465  0.78
14 N -2.85498 5.13204 -0.00976  -0.48
15 C -4.09957 4.83569 -0.33584  -0.26
16 C -4.60860 3.53752 -0.37743  -0.77
17 C -3.72734 2.52732 -0.04925  0.01
18 N -2.48465 2.79273 0.31602  0.02
19 H -1.27204 8.32006 -5.09091  0.21
20 H -0.68252 6.87197 -5.70325  0.23
21 H -1.15433 8.88053 -2.74533  0.28
22 H -0.87297 7.99054 -0.44082  0.49
23 H 0.55524 4.29438 -2.03989  0.33
24 H 0.24414 5.14558 -4.32155  0.30
25 H -4.73348 5.68076 -0.58717  0.42
26 H -5.63101 3.33275 -0.65446  0.38
27 H -4.01872 1.48260 -0.06040  0.45
28 F 0.94628 -3.48663 3.00957  -0.35
29 C 0.70468 -3.27558 1.69382  0.14
30 C 0.27011 -2.05006 1.27880  -0.58
31 C 0.10076 -1.79890 -0.08293  0.65
32 C -0.34484 -0.46211 -0.50451  1.56
33 O -0.73299 0.30356 0.39597  -0.75
34 C -0.26753 -0.19560 -1.90912  -0.29
35 C 0.01744 -1.22802 -2.73964  -0.46
36 N 0.30347 -2.50496 -2.35824  0.25
37 C 0.56097 -3.52159 -3.34352  -0.36
38 C -0.24813 -3.53667 -4.59763  -1.01
39 C -0.46287 -4.60181 -3.56176  -0.42
40 C 0.39850 -2.80031 -1.01433  -0.22
41 C 0.78660 -4.06838 -0.56159  -0.61
42 C 0.94839 -4.31459 0.78958  -1.17
43 N 1.36880 -5.60400 1.21138  0.27
44 C 1.07382 -6.10749 2.54013  -0.74
45 C 1.18891 -7.65017 2.48194  -0.64
46 N 1.12042 -8.04655 1.03702  -0.15
47 C 2.36435 -7.61665 0.31280  -0.73
48 C 2.61678 -6.14766 0.71280  -0.72
49 C -0.49747 1.17766 -2.57608  0.03
50 O -0.66323 1.15048 -3.79997  -0.82
51 O -0.45787 2.15497 -1.79644  -0.45
52 H 0.09798 -1.25202 1.98984  0.66
53 H 0.03451 -1.02012 -3.80127  0.77
54 H 1.60540 -3.80428 -3.42191  0.50
55 H 0.26198 -3.79250 -5.51440  0.24
56 H -1.02163 -2.79056 -4.70721  0.36
57 H -0.11325 -5.60546 -3.76485  0.30
58 H -1.36954 -4.54046 -2.97508  0.23
59 H 0.95802 -4.86438 -1.27372  0.70
60 H 0.06664 -5.81106 2.82301  0.49
61 H 1.76140 -5.73504 3.30501  0.45
62 H 0.38331 -8.14678 3.01712  0.36
63 H 2.14137 -8.01230 2.86390  0.34
64 H 0.35987 -7.49193 0.62818  0.38
65 H 0.93013 -9.03854 0.91151  0.32
66 H 2.17288 -7.73657 -0.75218  0.41
67 H 3.17347 -8.27920 0.61297  0.37
68 H 2.96703 -5.57755 -0.14246  0.53
69 H 3.39660 -6.10089 1.48308  0.32
70 I -0.80429 2.41687 7.84195  0.03
71 C 0.02355 2.22461 5.92713  0.02
72 C 1.39809 2.29535 5.76537  -0.52
73 C 1.93595 2.15022 4.49716  -0.64
74 C 1.12411 1.95026 3.38267  0.26
75 C -0.25097 1.88929 3.57885  0.36
76 C -0.81054 2.02075 4.84307  -0.95
77 C 1.84543 1.76565 2.04332  0.15
78 O 3.01070 1.39194 2.11923  -0.76
79 O 1.24472 1.90386 0.91636  -0.74
80 H 2.04334 2.46079 6.61733  0.37
81 H 3.00496 2.19036 4.34380  0.48
82 H -0.90694 1.72248 2.73653  0.52
83 H -1.88326 1.97457 4.97069  0.42

[2]
C34H31GeKN3O5 | ωB97M-V/def2-TZVPD

Charge ... -1
Relative energy (zero: lowest compared OMol25 entry of this formula, charge and spin) ... 52.2 kcal/mol
E_LUMO ... 2.334 eV
Total energy ... -4531.67076 Ha

Last column: Mulliken charge in e.
Element x y z (Å)
1 K -1.04790 0.43770 1.91410  1.07
2 O 3.94310 4.41620 1.93990  -0.58
3 C 2.97340 3.46290 1.82110  1.10
4 C 3.02170 2.49270 0.82740  -0.80
5 C 2.00050 1.55500 0.77790  -0.05
6 N 1.01530 1.52830 1.66030  0.29
7 C 0.96060 2.45640 2.60810  0.32
8 C 1.90550 3.46550 2.70960  -0.60
9 C -0.23000 2.38660 3.58690  0.22
10 O -0.68680 3.45800 3.97970  -0.75
11 O -0.63000 1.23330 3.86020  -0.89
12 C 1.98570 0.46420 -0.28380  -0.03
13 O 3.02820 0.19230 -0.86670  -0.80
14 O 0.85170 -0.08080 -0.48130  -0.12
15 H 4.60380 4.26720 1.25290  0.29
16 H 3.82720 2.45180 0.10640  0.41
17 H 1.81890 4.21960 3.47520  0.56
18 C -0.41530 2.63960 -3.65110  -1.46
19 C 0.11440 2.68640 -2.21480  -0.11
20 C -0.85850 3.29290 -1.24240  0.66
21 C -0.89850 4.67710 -1.13890  -0.65
22 C -1.76150 5.31640 -0.27050  -1.05
23 C -2.58250 4.56050 0.54740  -0.57
24 C -2.54110 3.17750 0.50540  0.88
25 C -3.45770 2.38450 1.39310  -0.43
26 C -4.80420 2.14330 0.70860  -1.33
27 C -1.69120 2.52750 -0.40920  0.18
28 N -1.66790 1.14540 -0.34930  0.49
29 C -1.85830 0.37420 -1.33820  0.05
30 C -1.97300 -1.05130 -1.25180  -0.60
31 C -2.92050 -1.73090 -2.01010  -0.58
32 C -2.99600 -3.03680 -1.51690  -1.39
33 C -2.07260 -3.11120 -0.50410  -0.15
34 N -1.44430 -1.91840 -0.32290  0.78
35 H 0.33160 2.18800 -4.30210  0.42
36 H -0.64760 3.63830 -4.01970  0.39
37 H -1.32340 2.04450 -3.71440  0.30
38 H 1.02230 3.29550 -2.20650  0.68
39 H 0.37880 1.68060 -1.89640  -0.75
40 H -0.22940 5.26450 -1.75470  0.46
41 H -1.78490 6.39660 -0.22230  0.40
42 H -3.25120 5.05280 1.24220  0.44
43 H -3.61140 2.92670 2.32880  0.57
44 H -2.99370 1.42220 1.62730  -0.43
45 H -5.25410 3.09310 0.42170  0.33
46 H -5.48690 1.62460 1.38010  0.38
47 H -4.66540 1.54050 -0.18830  0.32
48 H -2.13950 0.76000 -2.32980  0.04
49 H -3.50840 -1.30610 -2.80250  0.55
50 H -3.64070 -3.82740 -1.85580  0.44
51 H -1.81370 -3.96240 0.10190  0.47
52 Ge 0.33450 -2.04580 0.42810  1.76
53 C 1.46900 -2.78150 -1.03450  0.29
54 C 2.83260 -2.96150 -0.85800  -0.26
55 C 3.60610 -3.49230 -1.87380  -0.70
56 C 3.02270 -3.84770 -3.07880  -0.52
57 C 1.66640 -3.65200 -3.27120  -0.73
58 C 0.89290 -3.13310 -2.24860  -0.06
59 C 0.08500 -3.72980 1.54830  -0.85
60 C -0.57720 -3.63940 2.76580  -0.37
61 C -0.68200 -4.72730 3.61290  -0.70
62 C -0.10770 -5.93740 3.26050  -0.47
63 C 0.56940 -6.04650 2.05780  -0.66
64 C 0.66530 -4.94910 1.21920  0.07
65 H 0.51290 -1.14600 1.65730  -0.47
66 H 3.29460 -2.67140 0.07580  0.37
67 H 4.66920 -3.62220 -1.72720  0.38
68 H 3.63020 -4.26340 -3.87050  0.34
69 H 1.21050 -3.90760 -4.22110  0.39
70 H -0.16760 -2.98890 -2.40900  0.11
71 H -1.00800 -2.68220 3.05980  0.29
72 H -1.19530 -4.62910 4.56010  0.40
73 H -0.16760 -6.78250 3.93260  0.35
74 H 1.03320 -6.98450 1.78080  0.39
75 H 1.21400 -5.03700 0.28950  0.26

[3]
C34H31IrN4PS | ωB97M-V/def2-TZVPD

Charge ... +1
Relative energy (zero: lowest compared OMol25 entry of this formula, charge and spin) ... 7.6 kcal/mol
E_LUMO ... -3.680 eV
Total energy ... -2376.99052 Ha

Last column: Mulliken charge in e.
Element x y z (Å)
1 Ir 0.45794 0.48616 0.56329  1.80
2 N 3.69660 2.22201 2.76262  -0.41
3 C 2.60526 1.57028 2.33630  0.76
4 S 2.61607 1.06678 0.63718  -0.65
5 N 1.64637 1.34029 3.18363  -1.30
6 N 0.61562 0.61829 2.62717  0.88
7 C -0.34704 0.22951 3.38888  0.64
8 C -0.44982 0.52848 4.83140  -0.14
9 C -1.61450 1.12618 5.31237  -0.11
10 C -1.73175 1.44275 6.65628  -0.85
11 C -0.69663 1.14408 7.53028  -0.39
12 C 0.46344 0.54695 7.05589  -0.78
13 C 0.59595 0.25257 5.70951  -0.17
14 C -1.41216 -0.52271 2.69253  0.53
15 C -2.37660 -1.21840 3.40077  -0.87
16 C -3.37483 -1.88965 2.71240  -0.81
17 C -3.37175 -1.83958 1.33461  -1.51
18 C -2.35052 -1.15875 0.68990  0.12
19 N -1.37004 -0.52657 1.33703  0.28
20 H 4.40623 2.50725 2.11320  0.20
21 H 3.74177 2.53440 3.71765  0.24
22 H -2.42205 1.36560 4.63122  0.52
23 H -2.62913 1.92574 7.01861  0.40
24 H -0.79463 1.37523 8.58257  0.41
25 H 1.27165 0.31633 7.73676  0.40
26 H 1.50334 -0.20169 5.33823  0.47
27 H -2.33490 -1.23430 4.47926  0.59
28 H -4.13795 -2.43616 3.24979  0.45
29 H -4.13165 -2.33421 0.74682  0.54
30 H -2.31060 -1.13688 -0.38481  0.56
31 C 0.63745 -0.51740 -4.95051  -1.55
32 C 1.04058 0.82698 -4.40545  1.35
33 C 1.34924 1.82215 -5.33019  -0.80
34 C 1.79984 3.07388 -4.94727  -0.71
35 C 1.98241 3.35862 -3.60375  -0.95
36 C 1.68008 2.38827 -2.66473  -0.74
37 C 1.17764 1.14114 -3.04555  1.62
38 P 0.65697 0.00540 -1.71178  -0.67
39 C 1.53804 -1.54706 -2.01143  1.16
40 C 2.81062 -1.37777 -2.56550  -1.35
41 C 3.67626 -2.44974 -2.70082  -0.87
42 C 3.27336 -3.70593 -2.27969  -0.78
43 C 2.01335 -3.87753 -1.72766  -0.92
44 C 1.13340 -2.81319 -1.56661  0.94
45 C -0.19371 -3.05278 -0.90713  -1.02
46 C -1.17099 0.11169 -2.01600  0.92
47 C -2.00412 -0.59607 -2.87207  -0.26
48 C -3.36362 -0.30448 -2.92443  -0.74
49 C -3.88684 0.70508 -2.13010  -0.80
50 C -3.05428 1.42691 -1.28380  -0.79
51 C -1.69442 1.15735 -1.23117  -0.08
52 C -0.74558 1.91271 -0.34527  -1.45
53 H -0.06642 -0.39416 -5.77348  0.51
54 H 0.19691 -1.17619 -4.21185  -0.27
55 H 1.51753 -1.03454 -5.33979  0.41
56 H 1.23940 1.59507 -6.38415  0.50
57 H 2.02497 3.81795 -5.69973  0.41
58 H 2.36081 4.32126 -3.28806  0.46
59 H 1.85793 2.59694 -1.61700  0.27
60 H 3.13084 -0.39754 -2.89703  0.50
61 H 4.65679 -2.30017 -3.13191  0.46
62 H 3.93864 -4.55346 -2.37761  0.42
63 H 1.70306 -4.86197 -1.39959  0.45
64 H -0.36687 -4.11797 -0.76390  0.54
65 H -1.01835 -2.64943 -1.49469  0.03
66 H -0.22095 -2.57337 0.07324  0.17
67 H -1.62606 -1.41811 -3.46385  0.30
68 H -4.00994 -0.87478 -3.57834  0.47
69 H -4.94334 0.93535 -2.17165  0.44
70 H -3.45985 2.22568 -0.67411  0.52
71 H -1.26173 2.55606 0.36712  0.53
72 H -0.07273 2.51513 -0.94405  0.54

The highest relative energy (zero: lowest compared OMol25 entry of this formula, charge and spin) belongs to which entry? C34H31GeKN3O5

Which of these has the highest total energy? C34H31IrN4PS

Among the records above, which one has the highest total energy? C34H31IrN4PS